The following is a quantum chemistry calculation of a single C5H9N3 molecule in a non-equilibrium geometry, from the Open Molecules 2025 dataset.

Kohn-Sham gap, eV: 9.27
Energy above the lowest of the compared OMol25 structures with the same formula, charge and spin, eV: 4.4802
SMILES: C[C@@]12C[C@H]1NN=CN2
Net charge: 0
E_LUMO, eV: 0.9694

Bonds (Å) are listed after each position.
Geometry (Å):
1 C 0.76 -1.39 -0.41  C2 1.508, H9 1.133, H10 1.155, H11 1.059
2 C 0.11 -0.05 -0.65  C1 1.508, C3 1.531, C4 1.487, N8 1.456
3 C -1.26 -0.14 -1.33  C2 1.531, C4 1.529, H12 1.136, H13 1.083
4 C -1.10 0.32 0.12  C2 1.487, C3 1.529, N5 1.446, H14 1.069
5 N -1.05 -0.09 1.51  C4 1.446, N6 1.433, H15 1.048
6 N 0.09 0.63 2.00  N5 1.433, C7 1.318
7 C 0.92 1.14 1.12  N6 1.318, N8 1.445, H16 1.056
8 N 0.98 1.08 -0.33  C2 1.456, C7 1.445, H17 1.100
9 H 1.24 -1.51 0.61  C1 1.133
10 H 1.53 -1.51 -1.26  C1 1.155
11 H 0.00 -2.12 -0.51  C1 1.059
12 H -1.55 -1.14 -1.78  C3 1.136
13 H -1.47 0.65 -2.04  C3 1.083
14 H -1.00 1.37 -0.03  C4 1.069
15 H -1.83 0.19 2.14  N5 1.048
16 H 1.66 1.76 1.54  C7 1.056
17 H 1.97 0.82 -0.72  N8 1.100

***

The following is a quantum chemistry calculation of 2 unconnected molecules or ions with the total composition C9H14O in a non-equilibrium geometry, from the Open Molecules 2025 dataset.

Kohn-Sham gap, eV: 9.27
Energy above the lowest of the compared OMol25 structures with the same formula, charge and spin, eV: 0.6841
SMILES: Cc1ccc(O)cc1.CC
Net charge: 0
E_LUMO, eV: 0.8361

Bonds (Å) are listed after each position.
Geometry (Å):
1 C -0.43 2.31 -1.16  C2 1.501, H9 1.111, H10 1.080, H11 1.107
2 C -0.67 0.87 -0.80  C1 1.501, C3 1.400, C8 1.387
3 C -1.71 0.48 0.05  C2 1.400, C4 1.398, H12 1.078
4 C -2.13 -0.85 0.04  C3 1.398, C5 1.390, H13 1.075
5 C -1.53 -1.80 -0.78  C4 1.390, O6 1.362, C7 1.383
6 O -2.07 -3.03 -0.96  C5 1.362, H14 0.974
7 C -0.36 -1.49 -1.46  C5 1.383, C8 1.409, H15 1.077
8 C 0.01 -0.14 -1.46  C2 1.387, C7 1.409, H16 1.089
9 H 0.38 2.36 -1.92  C1 1.111
10 H -0.16 2.88 -0.28  C1 1.080
11 H -1.33 2.65 -1.70  C1 1.107
12 H -2.10 1.15 0.79  C3 1.078
13 H -2.92 -1.11 0.73  C4 1.075
14 H -2.56 -3.41 -0.21  O6 0.974
15 H 0.20 -2.11 -2.15  C7 1.077
16 H 0.91 0.04 -2.05  C8 1.089
17 C 2.20 -0.42 1.28  C18 1.516, H19 1.106, H20 1.111, H21 1.102
18 C 1.90 0.80 2.12  C17 1.516, H22 1.080, H23 1.077, H24 1.088
19 H 2.54 -0.19 0.25  C17 1.106
20 H 3.00 -1.06 1.70  C17 1.111
21 H 1.39 -1.16 1.12  C17 1.102
22 H 2.65 1.56 1.98  C18 1.080
23 H 1.81 0.46 3.13  C18 1.077
24 H 0.97 1.21 1.72  C18 1.088

***

Q: Which value of Kohn-Sham gap does entry 2 give?
A: 9.27 eV